1.
Molecular formula: C5H12N2O
Method: DFT, ωB97M-V/def2-TZVPD

Computed properties:
HOMO energy	-0.331	hartree
charge	0
ΔE to the lowest compared entry with this formula, charge and spin	2.325	eV
SMILES	[H]/N=C\NCCCCO

```
20
Properties=species:S:1:pos:R:3:forces:R:3
H -1.497 -2.106 -0.683 -0.023 -0.064 0.169
H -1.229 2.908 0.685 -0.470 0.071 -0.368
H -0.309 -0.224 1.373 1.037 0.347 -0.477
H 0.076 0.353 -1.496 0.361 -0.166 0.260
C -0.807 -0.311 0.403 -0.818 -0.379 0.931
O 1.063 -3.410 -0.527 0.320 0.261 0.097
H 1.456 -1.378 -0.402 -0.093 0.078 0.255
N 0.454 3.693 1.398 -0.630 1.093 0.230
C -0.452 0.767 -0.637 -0.173 -0.758 0.084
H -0.618 -2.398 0.859 -0.592 -0.025 -0.031
H 1.273 1.927 -0.481 0.201 0.073 0.181
C 0.663 -2.056 -0.730 -0.356 0.045 -0.093
H -1.404 1.029 -1.107 0.054 0.910 0.215
H 1.452 3.652 1.534 0.323 -0.480 -0.523
H -1.807 -0.107 0.812 -0.269 -0.182 -0.649
N 0.362 1.826 -0.075 -0.400 0.405 -0.727
C -0.151 2.894 0.632 0.726 -1.030 0.897
H 0.562 -1.880 -1.797 0.092 -0.256 -0.260
H 1.598 -3.404 0.279 -0.192 -0.252 -0.257
C -0.683 -1.775 -0.036 0.903 0.308 0.065
```
Forces are in eV/Å.

2.
Molecular formula: C5H12N2O
Method: DFT, ωB97M-V/def2-TZVPD

Computed properties:
HOMO energy	-0.325	hartree
charge	0
ΔE to the lowest compared entry with this formula, charge and spin	1.168	eV
SMILES	CN[C@H](C)CNC=O

```
20
Properties=species:S:1:pos:R:3:forces:R:3
H 1.606 0.067 3.141 -0.007 -0.103 -0.260
C 0.364 -0.970 -2.994 -0.318 0.499 -0.349
H -1.913 0.862 1.027 -0.295 -0.110 -0.141
N 0.429 -1.321 -1.692 0.190 -0.526 0.045
H 1.052 -2.071 -1.433 0.049 0.263 0.018
H -0.203 -0.945 1.791 -0.090 0.047 -0.041
N 0.492 -0.325 1.398 0.395 -0.172 -0.228
C 0.999 0.586 2.390 0.505 0.266 0.622
H 0.257 1.142 2.980 -0.160 0.086 -0.320
H -0.875 -1.643 -0.092 0.041 -0.179 -0.032
H 1.656 1.303 1.890 -0.053 0.027 0.124
C 0.005 0.292 0.175 -1.605 0.121 0.171
H -0.753 2.151 1.004 -0.084 0.264 -0.235
C -0.534 -0.830 -0.732 0.124 0.205 0.121
H -1.397 -0.495 -1.295 -0.044 0.155 -0.122
O -0.483 -0.240 -3.473 0.107 -0.013 0.162
H 0.802 0.832 -0.326 0.373 -0.156 -0.058
H -1.536 1.640 -0.550 -0.072 0.237 0.199
C -1.140 1.322 0.414 0.791 -0.566 0.213
H 1.174 -1.355 -3.624 0.154 -0.345 0.111
```
Forces are in eV/Å.

3.
Molecular formula: C5H12N2O
Method: DFT, ωB97M-V/def2-TZVPD

Computed properties:
HOMO energy	-0.285	hartree
charge	0
ΔE to the lowest compared entry with this formula, charge and spin	4.240	eV
SMILES	C=C(C)N(C)CNO

```
20
Properties=species:S:1:pos:R:3:forces:R:3
H -1.699 0.005 0.905 -0.105 -3.025 -0.664
N 0.687 -0.377 0.264 -0.379 -0.743 0.347
N -1.651 -1.148 0.668 -0.521 2.475 0.253
C -0.277 -1.428 0.867 0.898 0.972 -0.355
O -1.898 -1.176 -0.759 0.205 -0.052 0.110
H 1.835 -1.852 -0.637 0.025 0.026 -0.015
H -2.582 -1.849 -0.859 0.049 0.128 0.135
C 0.679 1.842 -0.812 0.121 0.005 0.058
H 2.307 -0.213 -1.056 -0.009 -0.019 -0.038
H -0.644 0.922 2.237 -0.322 -0.477 -0.013
H -0.951 2.372 1.228 0.010 0.120 -0.162
H 0.376 1.427 -1.772 0.056 -0.080 -0.036
H 0.195 2.808 -0.694 0.014 -0.025 0.091
H 1.758 2.007 -0.835 -0.002 -0.003 -0.053
H 0.848 -0.934 -1.783 0.017 0.009 0.001
H -0.101 -1.439 1.944 0.000 -0.161 -0.017
C -0.642 1.338 1.238 1.396 0.871 0.336
C 1.451 -0.859 -0.872 0.090 -0.008 0.001
C 0.305 0.931 0.325 -1.501 -0.118 -0.142
H 0.003 -2.375 0.403 -0.043 0.105 0.165
```
Forces are in eV/Å.

4.
Molecular formula: C5H12N2O
Method: DFT, ωB97M-V/def2-TZVPD

Computed properties:
HOMO energy	-0.287	hartree
charge	0
ΔE to the lowest compared entry with this formula, charge and spin	2.984	eV
SMILES	CC/C(N)=C/N.C=O

```
20
Properties=species:S:1:pos:R:3:forces:R:3
H -0.868 0.084 -0.679 -0.018 0.903 0.535
H 2.557 1.633 1.294 -0.057 0.250 -0.469
N 0.126 0.208 -0.578 1.117 -0.804 -1.049
H 2.220 -0.873 -0.200 -0.115 0.184 -0.143
O -3.119 -5.443 -2.910 0.039 -0.042 -0.304
H 0.563 0.064 -1.478 -0.232 -0.229 -0.108
C 2.055 0.959 0.606 -0.028 -0.640 0.590
H -1.331 -5.362 -1.967 0.080 -0.032 -0.137
H -1.960 2.579 0.992 -0.015 -0.431 -0.301
C -2.432 -5.357 -1.935 -0.204 0.095 0.423
C 0.837 1.217 0.125 -0.637 0.626 0.152
C 0.219 2.556 0.361 -0.385 1.125 0.884
H -0.878 3.423 2.004 0.067 0.283 0.372
H -2.888 -5.256 -0.932 0.088 -0.018 0.021
C -0.951 2.538 1.393 0.491 0.118 -0.503
H 0.973 3.213 0.801 0.287 -0.326 0.213
N 2.760 -0.239 0.378 -0.168 -0.675 -0.281
H -0.038 3.175 -0.507 -0.255 -0.731 -0.395
H 2.955 -0.791 1.205 0.257 0.468 0.280
H -0.801 1.671 2.027 -0.314 -0.122 0.220
```
Forces are in eV/Å.

5.
Molecular formula: C5H12N2O
Method: DFT, ωB97M-V/def2-TZVPD

Computed properties:
HOMO energy	-0.318	hartree
charge	0
ΔE to the lowest compared entry with this formula, charge and spin	6.385	eV

```
20
Properties=species:S:1:pos:R:3:forces:R:3
H 3.202 -1.413 -0.347 -1.604 2.206 0.445
H -0.658 0.691 1.560 -0.323 -0.059 0.148
H 2.026 -1.296 -1.225 -2.917 -3.267 -4.277
H -2.484 0.258 -1.684 -0.302 -2.375 1.799
N 2.456 -0.684 -0.691 1.686 1.117 4.464
C -2.506 -0.542 -0.759 0.955 0.604 -1.549
N 0.666 2.194 -0.054 -0.795 3.882 0.280
C 1.313 -0.274 0.309 2.568 2.729 -1.774
H 0.686 -1.312 1.953 -2.591 -0.288 -1.479
H 1.946 0.279 1.046 -0.894 -0.581 0.105
C 0.282 0.876 -0.228 -0.450 -3.285 -0.779
H -1.432 -1.361 -0.957 -4.254 1.833 0.178
O -2.150 0.218 0.382 1.046 -1.464 -0.120
C -0.757 0.111 0.628 0.181 3.124 3.602
H -0.046 0.821 -1.237 0.191 -0.828 -1.386
C 0.154 -1.099 0.925 2.314 -0.697 -0.593
H -3.642 -0.879 -0.511 3.000 -0.025 -1.172
H -0.068 -1.943 0.245 0.303 -0.150 0.960
H -0.004 3.059 -0.223 1.442 -2.996 0.191
H 1.016 2.297 0.868 0.447 0.520 0.956
```
Forces are in eV/Å.

6.
Molecular formula: C5H12N2O
Method: DFT, ωB97M-V/def2-TZVPD

Computed properties:
HOMO energy	-0.344	hartree
charge	0
ΔE to the lowest compared entry with this formula, charge and spin	4.020	eV
SMILES	C=N/C=C/CCN.O

```
20
Properties=species:S:1:pos:R:3:forces:R:3
H 4.046 -0.679 -1.254 -2.327 -0.666 0.186
H -2.722 -0.398 -1.561 0.574 0.001 0.656
H -1.489 -0.526 1.147 -1.669 -0.485 -0.425
H 2.137 -1.296 -1.092 0.582 0.949 0.397
C 0.264 0.715 -0.632 -0.484 0.085 -0.130
H -3.118 0.450 0.685 2.348 -1.007 -0.095
H 0.267 -0.764 1.593 -1.361 0.870 -0.005
H -0.837 1.487 1.128 0.120 0.469 0.049
C -2.067 -0.023 0.324 -0.228 2.257 3.376
C 2.919 -0.495 -0.983 3.662 0.182 -0.983
H -1.681 1.884 -0.401 0.740 0.490 -0.216
O 0.840 -1.042 2.299 1.654 -1.102 -1.894
N 2.830 0.729 -0.632 -2.569 -1.250 -0.185
N -2.214 -0.834 -0.774 -0.887 -1.899 -3.005
H 1.537 1.587 0.757 0.045 0.054 -0.538
H 1.462 -1.416 1.601 -0.117 0.214 1.948
C -1.084 1.141 0.132 0.903 -0.532 -1.679
C 1.498 1.049 -0.205 -1.024 0.736 1.759
H -2.762 -1.667 -0.580 0.233 0.034 0.167
H 0.174 0.098 -1.551 -0.197 0.599 0.617
```
Forces are in eV/Å.

7.
Molecular formula: C5H12N2O
Method: DFT, ωB97M-V/def2-TZVPD

Computed properties:
HOMO energy	-0.358	hartree
charge	0
ΔE to the lowest compared entry with this formula, charge and spin	1.699	eV
SMILES	CC(N)=O.C=NCC

```
20
Properties=species:S:1:pos:R:3:forces:R:3
C -1.891 -0.105 0.468 0.754 1.458 0.529
C 2.763 0.402 1.108 0.038 0.622 -0.761
N 1.563 -0.362 -0.947 0.763 1.177 -2.061
H 3.572 0.907 0.507 -0.671 -0.641 0.627
N -1.658 -1.300 1.127 0.472 -0.210 -0.009
H -1.267 -2.077 0.596 -0.546 0.353 -0.139
H 3.071 -0.627 1.366 -0.125 0.565 -0.101
H -1.187 -1.242 2.022 -0.222 0.406 -0.038
O -1.709 1.000 0.997 -0.589 -1.903 -0.576
C 1.630 0.235 -2.100 -1.248 -2.160 0.884
H 1.656 -0.473 -2.982 0.276 0.991 0.873
H 2.607 1.017 2.020 0.101 -0.533 -0.450
H 0.637 -0.064 0.879 0.724 0.484 -0.477
H -3.001 -1.077 -1.100 0.125 0.116 -0.177
H -2.771 0.718 -1.309 0.386 -0.821 0.214
C 1.449 0.412 0.273 -0.395 0.333 0.677
H 1.135 1.460 0.064 0.179 -0.465 0.186
C -2.307 -0.241 -0.983 -0.087 0.569 0.135
H 1.410 1.297 -2.343 0.480 -0.347 0.611
H -1.383 -0.422 -1.558 -0.416 0.007 0.054
```
Forces are in eV/Å.

8.
Molecular formula: C5H12N2O
Method: DFT, ωB97M-V/def2-TZVPD

Computed properties:
HOMO energy	-0.318	hartree
charge	0
ΔE to the lowest compared entry with this formula, charge and spin	3.404	eV

```
20
Properties=species:S:1:pos:R:3:forces:R:3
H -1.542 1.447 0.766 -0.171 -0.041 -0.023
H -2.195 1.613 -0.857 0.147 0.000 -0.139
H 2.029 1.881 1.663 -0.120 -0.074 0.119
C 2.384 0.896 1.376 -0.037 0.573 0.328
H 1.050 -1.047 -1.714 -0.100 0.087 0.229
C 2.241 -0.970 0.024 0.202 -0.055 0.606
H 0.631 0.704 -0.119 -2.595 0.865 -1.075
C -1.510 1.009 -0.247 0.051 -0.278 0.895
H -2.073 -0.859 -1.153 0.238 0.012 -0.072
H -4.050 0.192 -0.115 0.171 0.127 -0.099
N -3.424 -0.397 0.422 0.031 -0.275 0.167
H -1.422 -1.022 0.481 -0.028 0.018 0.062
H 2.251 -2.424 -1.475 0.082 -0.004 0.125
N 1.718 0.244 0.531 1.302 -0.640 -0.112
C 1.811 -1.511 -1.098 -0.158 -0.078 -0.531
C -2.072 -0.413 -0.151 -0.290 0.327 -0.347
O -0.223 1.056 -0.758 1.263 -0.248 -0.142
H -3.816 -1.329 0.348 -0.051 0.011 0.159
H 3.319 0.556 1.817 0.066 -0.205 -0.102
H 3.043 -1.401 0.617 -0.002 -0.122 -0.050
```
Forces are in eV/Å.

9.
Molecular formula: C5H12N2O
Method: DFT, ωB97M-V/def2-TZVPD

Computed properties:
HOMO energy	-0.332	hartree
charge	0
ΔE to the lowest compared entry with this formula, charge and spin	5.070	eV
SMILES	CC(C)[C@]1(NN)CO1

```
20
Properties=species:S:1:pos:R:3:forces:R:3
H 2.125 1.370 -1.061 -0.088 -0.445 -0.035
O -1.857 1.090 0.568 0.823 0.609 1.656
H -1.423 -2.102 -1.026 0.121 0.431 -0.079
H 2.396 0.478 1.673 2.070 1.608 0.338
H -1.840 1.512 -1.637 0.770 1.467 -0.065
H 0.768 0.184 2.335 0.534 0.386 0.258
N -0.771 -2.175 -0.254 1.182 -1.186 -0.852
H 0.785 0.709 -1.963 0.608 -0.887 1.614
H -1.705 -1.179 1.102 -1.116 -0.526 1.009
H 1.479 -0.767 1.173 0.067 -1.364 -0.296
C 1.418 0.249 1.454 -3.127 -0.528 0.282
C 1.358 0.569 -0.976 1.250 1.581 -0.921
C -1.808 0.862 -0.803 -0.644 -5.866 1.984
H 1.985 -0.358 -0.827 -1.144 0.618 -0.762
H 0.171 -2.489 -0.606 -1.391 1.038 0.947
H -2.599 0.031 -0.926 1.087 1.130 -0.768
N -0.813 -1.133 0.688 0.046 0.438 -0.485
C 0.604 0.900 0.325 0.988 0.421 -0.142
C -0.730 0.229 0.276 -2.156 2.483 -3.283
H 0.459 2.018 0.486 0.120 -1.408 -0.400
```
Forces are in eV/Å.

10.
Molecular formula: C5H12N2O
Method: DFT, ωB97M-V/def2-TZVPD

Computed properties:
HOMO energy	-0.337	hartree
charge	0
ΔE to the lowest compared entry with this formula, charge and spin	2.180	eV
SMILES	C/N=C\N.CCC=O

```
20
Properties=species:S:1:pos:R:3:forces:R:3
N -0.128 1.777 0.252 1.328 0.597 0.678
C -0.237 -1.281 -0.925 -0.618 -0.232 -1.194
C 1.282 1.797 -0.308 0.259 -0.067 1.513
H -0.200 -0.205 -1.159 -0.072 -0.275 0.232
N 0.758 1.538 2.498 -0.046 0.549 -1.319
H 0.763 -1.650 -0.761 0.403 -0.003 0.019
H -0.368 -1.870 -3.063 -0.183 -0.105 0.900
H -1.959 -1.788 -2.340 0.670 0.088 0.670
H 0.401 1.247 3.373 -0.346 -0.227 0.844
H 1.323 1.923 -1.420 -0.367 -0.210 1.094
C -0.901 -2.037 -2.093 0.044 -1.186 -1.023
H -2.108 -1.290 0.223 0.059 -0.295 0.059
H 1.501 0.944 2.187 0.482 -0.091 -0.089
H 1.855 0.853 -0.003 -0.641 1.060 -0.602
C -0.227 1.746 1.541 0.673 -0.684 -1.435
H -0.868 -3.155 -1.901 -0.065 1.221 -0.224
H -1.201 1.833 1.971 -0.724 0.162 0.112
C -1.012 -1.450 0.325 0.083 0.971 0.994
O -0.511 -1.595 1.419 -0.327 -0.221 -0.460
H 1.840 2.667 0.184 -0.611 -1.054 -0.767
```
Forces are in eV/Å.

Computed values of orbital gap (unit: eV) for the preceding records, in sequence: 9.80, 9.81, 8.71, 8.43, 9.51, 9.91, 10.62, 8.69, 10.00, 10.13.
Computed values of calculated total energy (unit: hartree) for the preceding records, in sequence: -382.417099, -382.459620, -382.346698, -382.392852, -382.267869, -382.354803, -382.440089, -382.377451, -382.316226, -382.422412.